[1]
{"formula": "C25H30ClN3O4", "method": "the ωB97M-V functional and the def2-TZVPD basis", "elements": ["C", "O", "C", "C", "C", "C", "C", "C", "C", "C", "C", "N", "C", "C", "C", "N", "C", "C", "O", "C", "C", "C", "O", "N", "C", "C", "C", "C", "Cl", "C", "C", "O", "C", "H", "H", "H", "H", "H", "H", "H", "H", "H", "H", "H", "H", "H", "H", "H", "H", "H", "H", "H", "H", "H", "H", "H", "H", "H", "H", "H", "H", "H", "H"], "coordinates": [[-1.64009, 5.28082, -2.28425], [-1.56476, 4.24893, -1.32937], [-2.20223, 3.07753, -1.60081], [-2.97481, 2.79649, -2.71580], [-3.56600, 1.54301, -2.89593], [-3.40907, 0.52030, -1.99124], [-2.63411, 0.77371, -0.85884], [-2.21612, 0.00943, 0.27366], [-1.44929, 0.83123, 1.03440], [-0.70576, 0.55616, 2.31129], [-0.45831, 1.82695, 3.13329], [0.52347, -0.20238, 2.08638], [0.66673, -1.43418, 2.84081], [-0.11851, -2.59412, 2.22581], [0.12430, -3.88756, 3.00084], [-0.81322, -4.92962, 2.61848], [-0.84569, -6.01513, 3.58527], [-1.92317, -7.01910, 3.17585], [-1.67949, -7.54194, 1.89237], [-1.61588, -6.50162, 0.94597], [-0.53451, -5.48190, 1.30210], [1.48284, 0.03853, 1.12964], [2.37141, -0.76310, 0.91884], [1.37641, 1.24510, 0.48325], [2.09596, 1.69620, -0.61916], [3.19612, 1.02628, -1.14934], [3.86006, 1.54052, -2.24702], [3.43373, 2.72683, -2.81963], [4.26866, 3.37003, -4.19463], [2.34248, 3.40671, -2.30317], [1.67865, 2.89179, -1.20829], [-1.35227, 2.07396, 0.48066], [-2.05944, 2.03998, -0.67471], [-1.04127, 6.09672, -1.88286], [-1.22600, 4.96349, -3.24625], [-2.67008, 5.62283, -2.42473], [-3.12825, 3.54924, -3.47181], [-4.15783, 1.38350, -3.78468], [-3.85979, -0.44632, -2.14695], [-2.45706, -1.01336, 0.47809], [-1.34727, -0.10571, 2.90387], [0.17633, 2.53807, 2.61262], [0.02696, 1.56074, 4.06899], [-1.40703, 2.30977, 3.35402], [0.34558, -1.25412, 3.87074], [1.72907, -1.68632, 2.84194], [-1.18847, -2.37871, 2.23835], [0.20083, -2.70073, 1.18931], [1.17169, -4.20824, 2.86759], [-0.03149, -3.68838, 4.06549], [-1.08688, -5.60763, 4.56957], [0.12768, -6.53408, 3.64488], [-1.93614, -7.87097, 3.85794], [-2.90339, -6.51862, 3.19426], [-1.40006, -6.97313, -0.01422], [-2.58827, -5.98836, 0.89279], [-0.54385, -4.67975, 0.56428], [0.45332, -5.97577, 1.27745], [0.61792, 1.85871, 0.73705], [3.52070, 0.10366, -0.69884], [4.71088, 1.01870, -2.65612], [2.01641, 4.33072, -2.75459], [0.82332, 3.41836, -0.80950]], "mulliken_charge": [-1.08, -0.35, 0.39, -0.51, -0.84, -0.97, 0.89, -1.77, 0.96, 0.04, -1.43, 0.47, -1.79, 0.41, -1.26, 0.09, -0.52, -0.67, -0.38, -0.80, -0.35, 0.74, -0.71, 0.33, 0.46, -0.37, -0.80, 0.41, -0.24, -0.88, -0.23, -0.44, 0.41, 0.25, 0.41, 0.42, 0.44, 0.37, 0.45, 0.59, 0.52, 0.19, 0.43, 0.41, 0.34, 0.54, 0.27, 0.23, 0.32, 0.39, 0.39, 0.32, 0.37, 0.35, 0.38, 0.36, 0.35, 0.30, -0.27, 0.49, 0.41, 0.42, 0.34], "orbital_gap_ev": 8.675, "energy_ev": -51594.7447, "spin_multiplicity": 1, "homo_energy_ev": -8.063, "e_above_lowest_kj_mol": 0.0}

***

[2]
{"formula": "C17H19ClN2O5", "method": "the ωB97M-V functional and the def2-TZVPD basis", "elements": ["C", "H", "O", "C", "C", "C", "C", "C", "C", "H", "H", "O", "C", "C", "C", "C", "N", "O", "C", "O", "N", "H", "C", "C", "C", "H", "H", "H", "C", "H", "H", "O", "C", "H", "H", "H", "H", "H", "H", "H", "Cl", "H", "H", "H"], "coordinates": [[6.26295, 1.30509, 0.29894], [6.13954, 0.29234, 0.50346], [4.79985, 1.90260, 0.14506], [4.16489, 1.51413, -0.82879], [4.62024, 0.74556, -1.69811], [3.80895, 0.17401, -2.78971], [2.60033, 0.61300, -2.83811], [2.01990, 1.77288, -1.99481], [2.92698, 2.12418, -1.01272], [2.60871, 2.76073, -0.14708], [1.01624, 2.04366, -2.16256], [1.65475, 0.38130, -4.10193], [0.35766, 0.88233, -3.88372], [-0.57889, 0.19137, -2.95729], [-0.37784, -0.63714, -2.00829], [-1.41568, -0.78584, -1.18750], [-2.22968, 0.28101, -1.43209], [-1.60804, 0.82422, -2.61126], [-2.02551, -1.52444, -0.07340], [-1.12630, -2.57294, 0.30383], [-3.03478, -1.11934, 0.49468], [-3.42645, -0.54742, 0.04204], [-3.58452, -1.92591, 1.62840], [-3.35976, -1.13685, 2.91925], [-4.02565, -1.55455, 4.02700], [-3.33584, -2.63279, 4.36124], [-4.83149, -2.03139, 4.24173], [-3.93335, -1.14265, 4.97171], [-3.91075, 0.35950, 2.82917], [-4.61928, 0.70999, 3.73812], [-4.63544, 0.68551, 1.80743], [-2.71567, 1.16485, 2.83982], [-2.13194, -0.25861, 3.09388], [-1.25140, -0.41000, 2.45994], [-1.59042, -0.24004, 4.14792], [-4.72117, -2.21546, 1.43129], [-3.01880, -2.59191, 1.85053], [0.50217, -1.72218, -1.89887], [0.25139, 1.80805, -4.14109], [-0.00513, 0.21608, -5.13436], [4.20967, -1.10506, -3.89961], [5.71280, -0.11181, -1.94362], [6.82307, 1.87002, 1.12783], [7.01371, 1.64389, -0.51831]], "mulliken_charge": [-0.82, 0.42, -0.46, 0.73, 0.75, -0.23, 0.10, -0.49, -0.88, 0.29, 0.45, -0.33, -1.24, 0.62, -0.26, 0.98, -0.44, -0.27, -0.02, -0.72, 0.13, 0.04, -1.54, 2.50, -2.59, 0.27, 0.67, 0.56, -0.75, 0.29, 0.20, -0.39, -0.81, 0.24, 0.27, 0.27, 0.85, 0.17, 0.83, 0.26, -0.21, 0.06, 0.24, 0.28], "orbital_gap_ev": 8.937, "energy_ev": -43656.6638, "spin_multiplicity": 1, "homo_energy_ev": -8.652, "e_above_lowest_kj_mol": 1774.7}

***

[3]
{"formula": "C4H7NO", "method": "the ωB97M-V functional and the def2-TZVPD basis", "elements": ["C", "C", "C", "C", "N", "H", "H", "H", "H", "H", "O", "H", "H"], "coordinates": [[0.94617, 0.78828, -0.29298], [-0.08983, 0.01120, -0.59379], [-1.34540, -0.04351, 0.24505], [-2.39861, 0.69910, -0.45879], [-3.20579, 1.29655, -1.03189], [1.81900, 0.84826, -0.93572], [0.95807, 1.39732, 0.60714], [-0.10989, -0.56186, -1.51760], [-1.19139, 0.41760, 1.22867], [-1.69693, -1.07102, 0.40572], [2.18850, -1.31421, 1.16790], [2.79751, -1.29813, 0.42048], [1.32860, -1.16958, 0.75582]], "mulliken_charge": [-0.69, -0.27, -0.25, 0.17, -0.38, 0.36, 0.21, 0.27, 0.27, 0.29, -0.67, 0.34, 0.36], "orbital_gap_ev": 11.331, "energy_ev": -7797.8478, "spin_multiplicity": 1, "homo_energy_ev": -10.662, "e_above_lowest_kj_mol": 173.3}

***

[4]
{"formula": "C3H3O2S2", "method": "the ωB97M-V functional and the def2-TZVPD basis", "elements": ["C", "C", "C", "O", "O", "S", "S", "H", "H", "H"], "coordinates": [[2.29274, -0.66329, -0.46372], [-2.04125, 0.72399, 0.04420], [1.58518, 0.38601, -0.28285], [-3.22826, 0.80178, 0.18030], [-1.13427, 1.41788, -0.33825], [3.32639, 0.62950, 0.33049], [-1.37209, -1.08151, 0.62172], [2.47028, -1.65899, -0.78238], [0.67751, 0.95821, -0.28020], [-2.57622, -1.51358, 0.97068]], "mulliken_charge": [-0.46, 0.67, -0.19, -0.61, -0.65, -0.37, -0.47, 0.40, 0.62, 0.08], "orbital_gap_ev": 7.749, "total_charge": -1, "energy_ev": -28924.6766, "spin_multiplicity": 1, "homo_energy_ev": -4.541, "e_above_lowest_kj_mol": 218.8}